Run w
The following is a quantum chemistry calculation of 2 unconnected molecules or ions with the total composition C7H12, from the Open Molecules 2025 dataset.

## Properties
SMILES = C[C@@H]1[C@H]2C[C@@H]3[C@H]2[C@H]13.[H][H]
Net charge = 0
Kohn-Sham gap = 10.7 eV
LUMO = 1.3 eV
E_HOMO = -9.49 eV

Element x y z (Å)
1 C 0.184 -1.587 -1.209
2 C 0.517 -0.680 0.007
3 C -0.803 -0.429 0.748
4 C -0.418 0.349 2.027
5 C -0.187 1.512 1.108
6 C -0.955 0.936 -0.031
7 C 0.551 0.882 -0.092
8 H 1.024 -1.825 -1.872
9 H -0.626 -1.173 -1.823
10 H -0.179 -2.561 -0.838
11 H 1.334 -1.163 0.560
12 H -1.551 -1.218 0.776
13 H 0.498 0.011 2.531
14 H -1.240 0.473 2.728
15 H -0.138 2.568 1.373
16 H -1.679 1.330 -0.736
17 H 1.300 1.508 -0.555
18 H 1.238 0.187 -2.235
19 H 1.131 0.879 -2.466

=====

Run x
The following is a quantum chemistry calculation of C7H12 in the gas phase, from the Open Molecules 2025 dataset.

## Properties
SMILES = C=CCC(=C)CC
Net charge = 0
Kohn-Sham gap = 9.7 eV
LUMO = 1.0 eV
E_HOMO = -8.73 eV

Element x y z (Å)
1 C 1.634 1.596 -1.331
2 C 0.749 1.573 -0.308
3 C -0.597 0.970 -0.557
4 C -1.088 -0.368 -0.015
5 C -2.343 -0.590 0.340
6 C -0.019 -1.431 0.115
7 C 0.922 -1.000 1.291
8 H 2.237 2.482 -1.529
9 H 1.744 0.850 -2.115
10 H 1.161 1.714 0.688
11 H -0.663 0.872 -1.650
12 H -1.463 1.639 -0.466
13 H -2.637 -1.578 0.673
14 H -3.082 0.201 0.357
15 H 0.614 -1.592 -0.754
16 H -0.531 -2.356 0.372
17 H 1.957 -0.772 1.062
18 H 1.023 -1.901 1.902
19 H 0.381 -0.309 1.926

=====

Which structure loses on stability? run w does.

=====

Run w
The following is a quantum chemistry calculation of C7H12 in the gas phase, from the Open Molecules 2025 dataset.

## Properties
SMILES = CC1CC2(CC2)C1
Net charge = 0
Kohn-Sham gap = 10.9 eV
LUMO = 1.2 eV
E_HOMO = -9.75 eV

Element x y z (Å)
1 C -2.515 0.331 0.112
2 C -1.236 -0.477 -0.019
3 C -0.231 -0.022 -1.117
4 C 0.869 -0.021 -0.053
5 C 2.209 -0.671 -0.194
6 C 2.104 0.802 0.104
7 C -0.148 -0.241 1.061
8 H -3.188 0.161 -0.736
9 H -2.287 1.404 0.149
10 H -3.057 0.073 1.030
11 H -1.468 -1.544 -0.111
12 H -0.082 -0.724 -1.945
13 H -0.467 0.966 -1.530
14 H 2.502 -0.947 -1.206
15 H 2.570 -1.346 0.578
16 H 2.402 1.526 -0.650
17 H 2.303 1.107 1.130
18 H -0.328 0.680 1.632
19 H 0.050 -1.057 1.765

=====

Run x
The following is a quantum chemistry calculation of C7H12 in the gas phase, from the Open Molecules 2025 dataset.

## Properties
SMILES = CC[C@H]1C[C@H]2C[C@@H]12
Net charge = 0
Kohn-Sham gap = 9.1 eV
LUMO = 1.1 eV
E_HOMO = -7.93 eV

Element x y z (Å)
1 C -1.396 0.366 1.991
2 C -1.274 -0.002 0.518
3 C -0.024 0.580 -0.120
4 C 1.366 0.089 0.351
5 C 1.883 -0.206 -1.089
6 C 0.861 -1.175 -1.638
7 C 0.223 0.148 -1.558
8 H -2.294 -0.069 2.439
9 H -1.449 1.453 2.122
10 H -0.531 0.006 2.560
11 H -1.260 -1.094 0.405
12 H -2.154 0.353 -0.037
13 H -0.051 1.675 -0.036
14 H 1.314 -0.814 0.978
15 H 1.954 0.833 0.894
16 H 1.565 0.741 -1.729
17 H 1.077 -1.551 -2.633
18 H 0.434 -1.920 -0.973
19 H -0.243 0.590 -2.445

=====

Run y
The following is a quantum chemistry calculation of C7H12 in the gas phase, from the Open Molecules 2025 dataset.

## Properties
Net charge = 0
Kohn-Sham gap = 8.6 eV
LUMO = 0.4 eV
E_HOMO = -8.20 eV

Element x y z (Å)
1 C -2.231 0.698 -2.013
2 C -0.895 0.930 -1.314
3 C -0.495 -0.148 -0.396
4 C 0.953 -0.433 -0.404
5 C 1.542 -0.768 0.954
6 C 1.193 0.164 2.079
7 C 0.632 -1.229 2.052
8 H -2.555 1.585 -2.565
9 H -2.998 0.420 -1.285
10 H -2.133 -0.127 -2.726
11 H -0.121 1.314 -2.005
12 H -1.024 1.716 -0.537
13 H -0.413 -1.338 1.781
14 H 1.596 0.281 -0.952
15 H 0.912 -1.351 -1.034
16 H 2.555 -1.164 0.936
17 H 1.952 0.410 2.817
18 H 0.520 0.986 1.839
19 H 1.012 -1.945 2.774

=====

Run z
The following is a quantum chemistry calculation of 2 unconnected molecules or ions with the total composition C7H12, from the Open Molecules 2025 dataset.

## Properties
SMILES = C=C/C=C\C.C=C
Net charge = 0
Kohn-Sham gap = 9.9 eV
LUMO = 1.2 eV
E_HOMO = -8.76 eV

Element x y z (Å)
1 C -0.705 0.358 1.823
2 C -0.012 1.434 1.456
3 C 0.753 1.626 0.248
4 C 1.586 0.718 -0.237
5 C 1.793 -0.715 0.066
6 H -0.624 -0.620 1.365
7 H -1.367 0.394 2.680
8 H -0.103 2.324 2.066
9 H 0.811 2.637 -0.151
10 H 2.215 1.117 -1.010
11 H 2.795 -1.016 -0.248
12 H 1.700 -0.901 1.135
13 H 1.088 -1.368 -0.462
14 C -1.469 -0.391 -1.688
15 C -1.791 -1.587 -1.212
16 H -1.371 0.458 -1.037
17 H -1.377 -0.202 -2.750
18 H -1.986 -1.834 -0.180
19 H -1.935 -2.431 -1.864

=====

Which structure loses on stability? run y does.

=====

Run w
The following is a quantum chemistry calculation of C7H12 in the gas phase, from the Open Molecules 2025 dataset.

## Properties
Net charge = 0
Kohn-Sham gap = 8.3 eV
LUMO = 0.3 eV
E_HOMO = -8.00 eV

Element x y z (Å)
1 C 2.498 0.303 -0.844
2 C 1.213 -0.519 -0.779
3 C 0.335 -0.111 0.386
4 C -1.189 1.591 0.916
5 C -1.979 0.305 0.920
6 C -2.119 -0.364 -0.410
7 C -1.018 -0.789 0.529
8 H 3.118 0.000 -1.693
9 H 3.091 0.182 0.070
10 H 2.277 1.372 -0.956
11 H 0.637 -0.396 -1.705
12 H 1.441 -1.588 -0.687
13 H 0.878 -0.145 1.338
14 H 0.092 0.997 0.202
15 H -0.710 1.656 1.918
16 H -2.719 0.169 1.706
17 H -2.930 -1.075 -0.545
18 H -1.861 0.215 -1.296
19 H -1.056 -1.803 0.930

=====

Run x
The following is a quantum chemistry calculation of C7H12 in the gas phase, from the Open Molecules 2025 dataset.

## Properties
SMILES = C=C(C)C(=C)CC
Net charge = 0
Kohn-Sham gap = 8.9 eV
LUMO = 0.7 eV
E_HOMO = -8.23 eV

Element x y z (Å)
1 C 0.898 0.169 -1.650
2 C 0.029 -0.643 -0.873
3 C -0.120 -2.086 -1.351
4 C -0.343 -0.243 0.533
5 C -0.420 -1.238 1.531
6 C -0.642 1.118 1.050
7 C 0.086 2.330 0.585
8 H 1.474 -0.276 -2.387
9 H 1.290 0.989 -1.060
10 H -0.018 -2.899 -0.578
11 H 0.740 -2.276 -2.033
12 H -0.913 -1.973 -2.124
13 H -0.748 -1.011 2.539
14 H 0.009 -2.244 1.350
15 H -1.768 1.331 0.873
16 H -0.416 1.059 2.059
17 H 0.029 3.083 1.431
18 H 1.133 2.122 0.519
19 H -0.300 2.689 -0.416

=====

Run y
The following is a quantum chemistry calculation of a molecular structure, C7H12, from the Open Molecules 2025 dataset.

## Properties
Net charge = 0
Kohn-Sham gap = 11.0 eV
LUMO = 1.2 eV
E_HOMO = -9.77 eV

Element x y z (Å)
1 C -0.917 1.587 -0.195
2 C 0.266 1.282 -1.166
3 C 0.852 -0.002 -0.454
4 C 1.405 -1.433 -0.412
5 C 0.416 -1.770 0.760
6 C -0.348 -0.612 0.086
7 C -1.159 0.508 0.790
8 H -0.952 2.744 0.153
9 H -1.775 1.629 -0.934
10 H 0.950 2.101 -1.563
11 H -0.228 0.785 -2.063
12 H 1.258 0.450 0.562
13 H 2.460 -1.675 0.089
14 H 1.063 -2.270 -1.106
15 H 0.010 -2.690 1.543
16 H 0.865 -0.772 1.753
17 H -1.002 -1.048 -0.696
18 H -2.385 0.513 0.976
19 H -0.779 0.672 1.875

=====

Run z
The following is a quantum chemistry calculation of C7H12 in the gas phase, from the Open Molecules 2025 dataset.

## Properties
SMILES = C/C=C/[C@@H]1C[C@@H]1C
Net charge = 0
Kohn-Sham gap = 9.5 eV
LUMO = 1.2 eV
E_HOMO = -8.32 eV

Element x y z (Å)
1 C 2.678 -0.950 -0.030
2 C 1.614 0.079 0.006
3 C 0.737 0.315 -0.974
4 C -0.485 1.048 -0.634
5 C -0.693 0.994 1.026
6 C -1.722 0.580 0.069
7 C -2.211 -0.828 -0.007
8 H 2.734 -1.394 -1.026
9 H 2.420 -1.754 0.677
10 H 3.644 -0.543 0.270
11 H 1.520 0.673 0.913
12 H 0.990 0.060 -2.007
13 H -0.746 1.823 -1.384
14 H -0.665 1.921 1.584
15 H -0.322 0.160 1.654
16 H -2.484 1.343 -0.031
17 H -1.376 -1.536 0.022
18 H -2.890 -1.030 0.825
19 H -2.743 -0.961 -0.953

=====

Which structure loses on stability? run y does.

=====

Run w
The following is a quantum chemistry calculation of 2 unconnected molecules or ions with the total composition C7H12, from the Open Molecules 2025 dataset.

## Properties
SMILES = C=C/C=C\C.C=C
Net charge = 0
Kohn-Sham gap = 9.8 eV
LUMO = 1.1 eV
E_HOMO = -8.71 eV

Element x y z (Å)
1 C -1.861 0.125 -0.200
2 C -1.115 0.261 -1.298
3 C 0.304 0.600 -1.460
4 C 1.076 1.328 -0.645
5 C 0.819 1.663 0.794
6 H -1.462 0.147 0.809
7 H -2.928 -0.053 -0.295
8 H -1.622 0.192 -2.259
9 H 0.727 0.333 -2.428
10 H 1.997 1.712 -1.076
11 H 1.685 2.177 1.220
12 H -0.069 2.289 0.952
13 H 0.669 0.738 1.365
14 C 0.866 -1.963 -0.076
15 C 0.024 -1.993 0.949
16 H 0.552 -2.269 -1.072
17 H 1.886 -1.602 0.018
18 H -1.004 -2.325 0.825
19 H 0.304 -1.642 1.939

=====

Run x
The following is a quantum chemistry calculation of C7H12 in the gas phase, from the Open Molecules 2025 dataset.

## Properties
SMILES = C=C(/C=C/C)CC
Net charge = 0
Kohn-Sham gap = 8.1 eV
LUMO = 0.3 eV
E_HOMO = -7.84 eV

Element x y z (Å)
1 C -1.289 1.235 -1.428
2 C -0.617 0.382 -0.609
3 C 0.653 0.918 -0.023
4 C 1.701 0.144 0.311
5 C 2.733 0.640 1.307
6 C -0.882 -1.109 -0.495
7 C -2.194 -1.422 0.160
8 H -2.381 1.370 -1.368
9 H -0.909 1.756 -2.308
10 H 0.567 1.880 0.471
11 H 2.034 -0.791 -0.161
12 H 3.722 0.194 1.252
13 H 2.393 0.551 2.346
14 H 2.882 1.726 1.157
15 H -0.699 -1.533 -1.499
16 H 0.006 -1.531 -0.026
17 H -2.918 -0.656 -0.175
18 H -2.786 -2.308 -0.139
19 H -2.017 -1.445 1.227

=====

Run y
The following is a quantum chemistry calculation of C7H12 in the gas phase, from the Open Molecules 2025 dataset.

## Properties
SMILES = CC1CC2(CC2)C1
Net charge = 0
Kohn-Sham gap = 9.0 eV
LUMO = 1.1 eV
E_HOMO = -7.83 eV

Element x y z (Å)
1 C 1.380 -1.748 -1.338
2 C 0.259 -0.767 -1.131
3 C -0.458 -0.878 0.207
4 C -0.357 0.600 0.485
5 C -1.569 1.473 0.560
6 C -0.668 1.300 1.756
7 C 0.807 0.891 -0.417
8 H 0.991 -2.776 -1.420
9 H 2.057 -1.752 -0.466
10 H 1.958 -1.551 -2.243
11 H 0.232 0.196 -1.676
12 H -1.462 -1.317 0.248
13 H 0.179 -1.435 0.920
14 H -2.539 0.980 0.579
15 H -1.561 2.428 0.040
16 H -1.017 0.689 2.582
17 H -0.028 2.131 2.037
18 H 1.806 0.688 -0.058
19 H 0.777 1.888 -0.917

=====

Run z
The following is a quantum chemistry calculation of a molecular structure, C7H12, from the Open Molecules 2025 dataset.

## Properties
Net charge = 0
Kohn-Sham gap = 9.7 eV
LUMO = 0.5 eV
E_HOMO = -9.18 eV

Element x y z (Å)
1 C -2.184 -0.238 -0.318
2 C -1.068 0.656 0.204
3 C -0.078 -0.134 1.160
4 C 1.364 0.354 0.779
5 C 2.404 -0.748 0.652
6 C 0.794 0.940 -0.437
7 C -0.249 1.355 -0.989
8 H -1.777 -1.075 -0.895
9 H -2.757 -0.652 0.524
10 H -2.865 0.323 -0.964
11 H -1.501 1.500 0.751
12 H -0.308 0.008 2.221
13 H -0.147 -1.204 0.934
14 H 1.714 1.136 1.462
15 H 2.056 -1.538 -0.021
16 H 2.594 -1.189 1.637
17 H 3.352 -0.360 0.267
18 H -0.502 0.563 -3.180
19 H -0.844 0.301 -3.790

=====

Which structure loses on stability? run z does.